Here is a 2-piece molecular cluster, C5H8NO3S2 overall from OMol25. Energies are from ωB97M-V/def2-TZVPD.

Each line ends with the Löwdin charge.
Atoms and positions in Å:
C  3.184  -0.454  -0.973  -0.041
C  1.812  -0.227  -0.838  -0.313
C  -1.295  -0.385  -1.011  -0.399
C  0.146  0.610  1.825  -0.294
C  1.164  1.029  -0.785  -0.477
N  -0.867  -1.524  -0.948  0.076
O  -2.313  1.789  0.203  -0.449
O  -2.366  -0.398  1.346  -0.411
O  -3.834  0.095  -0.597  -0.356
S  0.245  1.676  0.326  0.938
S  -2.562  0.342  0.066  0.410
H  3.739  -1.395  -0.846  0.026
H  3.863  0.392  -0.979  0.019
H  1.128  -1.030  -0.919  0.038
H  -0.680  -0.050  1.605  -0.031
H  -0.027  1.129  2.768  0.050
H  1.065  0.074  1.787  0.019
H  -1.071  0.296  -1.894  0.116
H  -1.333  -1.968  -0.136  0.081

## Properties
**LUMO level**: 3.366 eV
**Net charge**: -1
**Relative energy (zero: lowest compared OMol25 entry of this formula, charge and spin)**: 4.502 eV
**Kohn-Sham gap**: 7.694 eV
**E_tot**: -34615.2301 eV